# 1
{
  "formula": "C22H42LaNP3S2",
  "method": "the ωB97M-V functional and the def2-TZVPD basis",
  "de_lowest_kcal_mol": 137.51,
  "spin_multiplicity": 1,
  "homo_lumo_gap_ev": [3.91, 3.89],
  "homo_ev": [-15.12, -15.12],
  "fmax_ha_per_bohr": 0.1317,
  "total_charge": 3,
  "energy_ha": -2769.0376,
  "symbols": ["La", "S", "S", "P", "P", "P", "N", "C", "C", "C", "C", "C", "C", "C", "C", "C", "C", "C", "C", "C", "C", "C", "C", "C", "C", "C", "C", "C", "C", "H", "H", "H", "H", "H", "H", "H", "H", "H", "H", "H", "H", "H", "H", "H", "H", "H", "H", "H", "H", "H", "H", "H", "H", "H", "H", "H", "H", "H", "H", "H", "H", "H", "H", "H", "H", "H", "H", "H", "H", "H", "H"],
  "coordinates": [[-0.50040, -0.12551, -0.07920], [0.14513, 0.19333, 2.53508], [0.92980, 1.75370, -0.76607], [-2.09675, -2.32835, 0.06362], [-2.54152, 1.45278, -0.06173], [-0.46187, -0.45084, -2.80080], [-0.66756, -1.94863, 3.98620], [0.66322, 0.64436, -3.56354], [-2.45915, -1.83649, 5.54493], [3.41913, 2.38474, -0.33360], [-1.89210, -0.37854, -3.77590], [8.42602, 3.11366, -0.80644], [2.55218, 1.32733, -0.64041], [-2.96917, -2.36111, 1.53392], [-3.23347, -2.54546, -1.21333], [-2.41652, 2.83478, -1.14125], [-0.96853, -3.67805, 0.07991], [3.12300, 0.04102, -0.83441], [-2.61541, 2.13409, 1.57591], [-2.68525, -0.48227, 5.25285], [4.49896, -0.15702, -0.70706], [-0.93955, -0.55212, 3.67652], [-1.91060, 0.11653, 4.34034], [7.94026, 4.38493, -0.82372], [0.19698, -2.10536, -3.05844], [5.33785, 0.91275, -0.39303], [4.78797, 2.18527, -0.20793], [-1.50105, -2.52016, 4.94991], [-4.13919, 0.77165, -0.35052], [-1.59373, 3.50110, -0.84494], [2.98995, 3.37287, -0.18606], [2.46935, -0.79844, -1.09040], [-2.03372, 1.20372, 4.10873], [-1.62885, -4.54324, 0.18628], [-3.12431, 1.44443, 2.25701], [-4.27039, 0.45936, -1.39574], [8.74860, 2.64809, 0.12672], [-2.26857, 2.54608, -2.19203], [7.86022, 4.96968, 0.09566], [-3.91800, -1.69993, -1.35158], [-3.19509, 3.05959, 1.49018], [5.43218, 3.02826, 0.03504], [-3.80170, -3.41167, -0.86359], [-2.33944, -2.52466, 2.41231], [6.42302, 0.75923, -0.29339], [-2.78124, -0.87042, -3.35855], [8.51890, 2.53536, -1.72666], [-0.58786, -2.85824, -2.91766], [-1.61533, -0.88241, -4.71094], [-0.27484, -3.62970, 0.93578], [0.66090, -1.37142, -0.32692], [4.91602, -1.15290, -0.85724], [0.53597, -2.10229, -4.10242], [-2.14213, 0.66932, -4.00072], [-3.36932, 3.37240, -1.04374], [-4.37196, -0.08319, 0.29739], [-0.36495, -3.77627, -0.83328], [7.63066, 4.85682, -1.75833], [0.05080, -2.41343, 3.52875], [-2.77857, -2.78119, -2.18604], [-4.83904, 1.58753, -0.13375], [-3.47625, 0.07705, 5.77603], [-3.10362, -2.33140, 6.30772], [1.69455, 0.53382, -3.18945], [0.62130, 0.39285, -4.61267], [-3.58946, -1.47354, 1.71835], [0.35907, 1.70245, -3.43030], [-1.62152, 2.35172, 2.00774], [-3.61767, -3.22687, 1.39079], [1.04204, -2.35218, -2.39434], [-1.26835, -3.56937, 5.14448]]
}

---

# 2
{
  "formula": "C4H6OS2",
  "method": "the ωB97M-V functional and the def2-TZVPD basis",
  "de_lowest_kcal_mol": 133.36,
  "spin_multiplicity": 1,
  "homo_lumo_gap_ev": 8.66,
  "homo_ev": -8.00,
  "fmax_ha_per_bohr": 0.1035,
  "total_charge": 0,
  "energy_ha": -1027.4190,
  "symbols": ["S", "S", "O", "C", "C", "C", "C", "H", "H", "H", "H", "H", "H"],
  "coordinates": [[0.02969, -1.78671, -0.48431], [1.35642, 1.53418, 1.77819], [-1.26791, 0.25037, -1.46124], [-0.07027, 0.95837, 0.99243], [-0.21118, 0.72244, -0.64685], [-0.37983, -0.43804, 0.48925], [-1.03679, -0.99681, -1.82549], [0.82368, 0.91487, -1.16379], [-2.05399, -1.35905, -2.22573], [-0.82651, 1.58712, 1.32070], [2.18813, 0.83327, 1.10052], [-0.42232, -1.02375, -2.64897], [-1.55497, -0.39053, 0.54916]]
}

---

# 3
{
  "formula": "C3H9OS",
  "method": "the ωB97M-V functional and the def2-TZVPD basis",
  "de_lowest_kcal_mol": 49.71,
  "spin_multiplicity": 1,
  "homo_lumo_gap_ev": 6.20,
  "homo_ev": -2.63,
  "fmax_ha_per_bohr": 0.0297,
  "total_charge": -1,
  "energy_ha": -593.0937,
  "symbols": ["S", "O", "C", "C", "C", "H", "H", "H", "H", "H", "H", "H", "H", "H"],
  "coordinates": [[1.36843, 0.74285, -0.99385], [-1.29671, -1.19781, 1.04014], [1.20337, 0.78296, 0.79626], [-2.47302, -0.67992, 1.45474], [0.09486, -0.55306, -1.35062], [0.17320, 0.81882, 1.09561], [-2.80635, 0.22995, 0.89478], [-3.32600, -1.39092, 1.38438], [-0.41638, -0.78236, -0.38847], [-2.49252, -0.34894, 2.50682], [0.58699, -1.35853, -1.89118], [1.57924, -0.15646, 1.22211], [1.73282, 1.61025, 1.22495], [-0.64510, -0.02463, -1.95984]]
}

---

# 4
{
  "formula": "C2H5ClFN",
  "method": "the ωB97M-V functional and the def2-TZVPD basis",
  "de_lowest_kcal_mol": 20.41,
  "spin_multiplicity": 1,
  "homo_lumo_gap_ev": 10.53,
  "homo_ev": -9.55,
  "fmax_ha_per_bohr": 0.0898,
  "total_charge": 0,
  "energy_ha": -693.9775,
  "symbols": ["Cl", "F", "N", "C", "C", "H", "H", "H", "H", "H"],
  "coordinates": [[-0.87417, -1.06991, -0.08535], [-1.16335, 1.37387, -0.08445], [2.00616, -0.32738, 0.13973], [1.02294, 0.63338, -0.18464], [-0.25176, 0.48765, 0.36803], [-0.24513, 0.31436, 1.45177], [1.03149, 1.07987, -1.20533], [1.25818, 1.58342, 0.22525], [2.82825, -0.24744, -0.48400], [1.78804, -1.34105, 0.14487]]
}

---

# 5
{
  "formula": "C19H22N4O3SZn",
  "method": "the ωB97M-V functional and the def2-TZVPD basis",
  "spin_multiplicity": 1,
  "homo_lumo_gap_ev": 7.85,
  "homo_ev": -7.55,
  "fmax_ha_per_bohr": 0.0028,
  "total_charge": 0,
  "energy_ha": -3359.5478,
  "symbols": ["Zn", "S", "O", "O", "O", "N", "N", "N", "N", "C", "C", "C", "C", "C", "C", "C", "C", "C", "C", "C", "C", "C", "C", "C", "C", "C", "C", "C", "H", "H", "H", "H", "H", "H", "H", "H", "H", "H", "H", "H", "H", "H", "H", "H", "H", "H", "H", "H", "H", "H"],
  "coordinates": [[-0.84943, 1.49492, -0.40563], [-1.46918, 3.69733, -0.98819], [1.12394, 1.32096, -0.69582], [-2.43068, 0.43577, -0.21869], [3.36741, 1.95112, 2.79836], [1.15409, 1.28251, 1.61702], [-0.45260, 4.96547, 1.12423], [1.02911, 4.60097, -0.60748], [-0.21085, 1.13880, 1.46635], [5.24199, 1.68889, -0.88394], [-0.19596, 4.45738, -0.09852], [-0.90566, 0.57429, 2.37740], [-1.61921, 4.53777, 1.88955], [-4.31203, -0.26000, 0.96114], [1.30968, 4.32014, -2.01426], [-2.30668, 0.24829, 2.21299], [1.73750, 1.36313, 0.43639], [5.30676, 2.09538, 1.49018], [-4.31865, -0.50108, 3.36241], [-2.96513, 0.17054, 0.94690], [3.20801, 1.53745, 0.42387], [3.93617, 1.84587, 1.58602], [3.88400, 1.45596, -0.79491], [-4.96848, -0.57408, 2.12583], [5.94942, 2.01750, 0.27074], [2.22114, 4.72983, 0.23452], [0.16315, 6.20296, 1.59129], [-3.00335, -0.10773, 3.38218], [-6.00419, -0.88897, 2.08079], [0.90174, 6.04017, 2.37697], [-2.46838, -0.06556, 4.32519], [7.01390, 2.20921, 0.21788], [-0.41550, 0.29124, 3.31084], [2.41626, 1.68995, 2.69586], [3.00707, 4.12131, -0.20752], [-0.62688, 6.84176, 1.98682], [5.74852, 1.61494, -1.83666], [-1.40016, 4.69932, 2.94495], [5.84370, 2.34300, 2.39641], [-4.81104, -0.32554, 0.00306], [2.17319, 4.91582, -2.30790], [-4.83377, -0.76080, 4.27668], [1.53310, 3.26024, -2.14358], [0.62931, 6.72084, 0.75730], [3.30431, 1.20774, -1.67428], [2.56992, 5.76097, 0.30081], [-2.50981, 5.10547, 1.61298], [2.01716, 4.34434, 1.23106], [0.45730, 4.58895, -2.62848], [-1.81071, 3.48178, 1.73231]]
}

---

Question: What is the formula in the second record?
Answer: C4H6OS2